1.
Below is a molecular structure, C37H29NO5PS2SiZr in a non-equilibrium geometry, with properties calculated with wB97M-V/def2-TZVPD.

CARTESIAN COORDINATES (ANGSTROEM)
Zr: 0.06688 -0.66308 -0.39951
O: -2.20400 -3.14153 2.23871
C: -1.57053 -2.63023 1.22889
O: -1.15106 -1.47347 1.21591
C: -1.31706 -3.48229 0.03897
C: -1.53413 -4.82486 -0.12571
C: -1.08941 -5.40046 -1.32116
C: -0.44255 -4.62985 -2.27153
C: -0.27000 -3.28338 -2.00861
N: -0.71672 -2.74987 -0.88979
C: 0.49560 -2.29922 -2.87226
O: 0.87613 -2.59624 -3.96334
O: 0.66468 -1.13555 -2.24490
H: -2.27932 -2.47203 2.94141
H: -2.01165 -5.40992 0.64906
H: -1.23598 -6.45925 -1.49005
H: -0.06037 -5.04695 -3.19346
S: 1.97528 -2.57717 0.16997
P: 2.81293 -0.89411 0.87909
S: 1.36828 0.17134 1.78785
C: 3.45920 0.10714 -0.48329
C: 2.66886 1.09160 -1.07991
C: 3.16591 1.83818 -2.13705
C: 4.46113 1.62730 -2.58317
C: 5.25690 0.65957 -1.98275
C: 4.75908 -0.10415 -0.93906
C: 4.20094 -1.24210 1.96576
C: 4.55557 -0.30911 2.93662
C: 5.64416 -0.55397 3.75975
C: 6.37715 -1.72426 3.61139
C: 6.02348 -2.65569 2.64308
C: 4.92995 -2.42021 1.81862
H: 1.67666 1.33528 -0.70596
H: 2.54510 2.59574 -2.59977
H: 4.85708 2.22497 -3.39479
H: 6.27205 0.50269 -2.32541
H: 5.38157 -0.86202 -0.48133
H: 3.97866 0.60252 3.04926
H: 5.91922 0.16727 4.51970
H: 7.22452 -1.91540 4.25925
H: 6.59352 -3.57057 2.53217
H: 4.64211 -3.15048 1.07159
O: -0.49922 1.14348 -0.69643
Si: -1.99597 1.76187 -0.31089
C: -3.09710 0.32785 -0.88488
C: -2.57368 -0.61377 -1.79243
C: -3.31802 -1.73046 -2.18026
C: -4.57468 -1.94152 -1.65161
C: -5.12268 -1.00732 -0.77142
C: -4.39911 0.11494 -0.40774
C: -2.30569 3.32448 -1.21379
C: -3.24394 4.25285 -0.75235
C: -3.51273 5.40460 -1.47995
C: -2.84279 5.64021 -2.67420
C: -1.90404 4.72858 -3.14237
C: -1.63699 3.57647 -2.41630
C: -2.12363 1.94742 1.53967
C: -2.68991 1.00316 2.40506
C: -2.57217 1.13268 3.78377
C: -1.88269 2.20913 4.33027
C: -1.32606 3.16579 3.49124
C: -1.44525 3.03093 2.11634
H: -1.64466 -0.38078 -2.31260
H: -2.92636 -2.41784 -2.92206
H: -5.14976 -2.81014 -1.94985
H: -6.12431 -1.15454 -0.38530
H: -4.85707 0.84888 0.24866
H: -3.76599 4.07958 0.18552
H: -4.23944 6.11961 -1.11473
H: -3.05052 6.54039 -3.24100
H: -1.38156 4.91729 -4.07225
H: -0.90333 2.86715 -2.78644
H: -3.24410 0.16139 2.00618
H: -3.02630 0.39951 4.44041
H: -1.78331 2.30363 5.40483
H: -0.80053 4.01657 3.90813
H: -1.00624 3.79180 1.47453

As for the net charge: +1. The value obtained for the HOMO energy is -11.2 eV. The energy above the lowest of the compared OMol25 structures with the same formula, charge and spin is 105.1 kJ/mol.

2.
Below is a molecular structure, C37H30AsIIrN5O15SSi in a non-equilibrium geometry, with properties calculated with wB97M-V/def2-TZVPD.

CARTESIAN COORDINATES (ANGSTROEM)
Ir: -0.70550 0.66959 -0.54282
O: -2.27110 -1.55401 -4.14082
As: -2.30700 0.05959 -3.28382
O: -3.83220 0.52099 -3.49772
O: -1.91800 -0.54671 -1.76632
C: -0.96350 0.91929 -4.38152
C: -0.66340 0.35109 -5.60992
C: 0.26200 0.95479 -6.44402
C: 0.88300 2.13099 -6.05472
C: 0.56700 2.70399 -4.83492
C: -0.36480 2.09849 -4.01322
S: -0.70170 2.80369 -2.41852
O: 0.45770 2.45559 -1.57092
O: -0.86010 4.22309 -2.57562
O: -1.89890 2.12059 -1.88192
H: -2.78630 -2.13261 -3.57422
H: -1.16230 -0.56481 -5.89182
H: 0.49080 0.50779 -7.40122
H: 1.61820 2.59779 -6.69322
H: 1.04310 3.60949 -4.49432
N: 2.39310 1.06699 -0.05462
N: 2.74740 1.09679 -1.33262
C: 1.89300 0.60929 -2.46532
O: 2.33480 0.94949 -3.53852
O: 0.93120 -0.09621 -2.14192
H: 2.12410 1.99549 0.39798
H: 1.75200 0.29199 0.15698
H: 3.27930 1.92069 -1.60682
O: 0.41940 -0.91731 0.65148
Si: 0.82560 -2.42641 0.73908
C: 0.43390 -3.08251 2.48638
C: 1.35870 -2.95621 3.51938
C: 1.09970 -3.44931 4.78598
C: -0.11460 -4.05691 5.05508
C: -1.06800 -4.14251 4.05448
C: -0.79140 -3.66951 2.78328
C: 2.65730 -2.82271 0.29018
C: 3.41430 -3.72421 1.02518
C: 4.71820 -4.00851 0.65228
C: 5.26870 -3.42481 -0.47632
C: 4.50930 -2.54541 -1.22922
C: 3.21070 -2.25751 -0.84882
C: 0.15500 -3.65721 -0.58882
C: -0.05570 -3.17541 -1.87012
C: -0.55410 -4.01181 -2.85562
C: -0.82050 -5.33831 -2.56462
C: -0.57040 -5.83191 -1.29582
C: -0.07100 -4.99711 -0.31012
H: 2.29640 -2.45411 3.32828
H: 1.84980 -3.35771 5.55988
H: -0.32170 -4.45171 6.04068
H: -2.03250 -4.58231 4.26308
H: -1.53880 -3.75571 2.00568
H: 2.98970 -4.21741 1.88848
H: 5.30730 -4.69791 1.24218
H: 6.28030 -3.66901 -0.77592
H: 4.91270 -2.08931 -2.12112
H: 2.61350 -1.60231 -1.45812
H: 0.14060 -2.14061 -2.09782
H: -0.72990 -3.61361 -3.84412
H: -1.20410 -5.99801 -3.32982
H: -0.75450 -6.87211 -1.06772
H: 0.12630 -5.39271 0.67638
O: 1.56650 3.30549 0.99958
C: 0.33540 3.37379 1.10078
O: -0.51810 2.48259 0.91798
C: -0.20950 4.69119 1.65758
C: -0.92840 5.59089 0.87978
C: -1.38970 6.77009 1.47288
C: -1.17050 7.05349 2.81358
C: -0.46160 6.13319 3.57148
C: 0.03060 4.96219 2.99688
N: -0.22500 6.38449 4.96338
O: 0.21890 5.47149 5.64098
O: -0.48850 7.49609 5.39118
N: -2.13400 7.73259 0.69558
O: -2.22320 7.55819 -0.49862
O: -2.62590 8.67169 1.29538
H: -1.12830 5.38639 -0.16422
H: -1.53370 7.97179 3.25548
H: 0.59040 4.27159 3.60848
I: -3.31940 -2.58591 -0.42992
C: -3.07410 -1.30371 1.20878
C: -3.76700 -1.69881 2.35168
C: -3.63600 -0.94641 3.49978
C: -2.83940 0.18669 3.45398
C: -2.21010 0.50759 2.26478
N: -2.31130 -0.23121 1.16198
H: -4.39120 -2.57951 2.32708
H: -4.15200 -1.23091 4.40368
H: -2.70190 0.80699 4.32498
H: -1.60480 1.39519 2.17838

As for the net charge: -1. The value obtained for the HOMO energy (alpha / beta) is -5.6 / -5.7 eV. The energy above the lowest of the compared OMol25 structures with the same formula, charge and spin is 85.1 kJ/mol. The spin multiplicity is 2.

3.
Below is a molecular structure, C37H30BeN4O3P2S2, with properties calculated with wB97M-V/def2-TZVPD.

CARTESIAN COORDINATES (ANGSTROEM)
Be: 0.00051 -0.43813 1.17355
C: -0.16279 -0.61845 -2.46410
C: -1.59438 -0.58113 -1.92275
P: -1.65411 -1.03426 -0.14278
C: -1.60138 -2.87178 -0.32536
C: -2.75258 -3.64689 -0.46737
C: -2.65445 -5.00779 -0.71870
C: -1.41278 -5.61246 -0.85374
C: -0.26211 -4.85328 -0.70900
C: -0.36249 -3.49823 -0.43316
C: -3.35762 -0.82819 0.42885
C: -4.37830 -0.31622 -0.35950
C: -5.66525 -0.23554 0.15460
C: -5.93242 -0.67094 1.44264
C: -4.90933 -1.17921 2.23448
C: -3.62161 -1.25399 1.73107
C: 0.73891 0.44932 -1.81824
P: 1.71702 -0.06826 -0.32873
C: 2.89986 1.32130 -0.27710
C: 4.26357 1.09349 -0.11650
C: 5.14876 2.15900 -0.07746
C: 4.68404 3.46058 -0.20621
C: 3.32554 3.69300 -0.36272
C: 2.43535 2.62992 -0.39049
C: 2.71930 -1.46894 -0.93886
C: 3.06939 -1.61215 -2.28036
C: 3.67650 -2.77559 -2.72652
C: 3.96433 -3.80194 -1.83667
C: 3.66565 -3.64970 -0.49037
C: 3.03833 -2.49413 -0.04815
H: -0.20598 -0.42714 -3.53727
H: 0.25918 -1.61714 -2.34453
H: -2.22349 -1.29826 -2.45163
H: -2.00735 0.41961 -2.06041
H: -3.73160 -3.19566 -0.38067
H: -3.55626 -5.59964 -0.81317
H: -1.34423 -6.67292 -1.06067
H: 0.71499 -5.31039 -0.80732
H: 0.53360 -2.91704 -0.27810
H: -4.17251 0.03742 -1.36224
H: -6.45902 0.17665 -0.45492
H: -6.93879 -0.60866 1.83631
H: -5.11846 -1.51746 3.24109
H: -2.81385 -1.65000 2.33776
H: 0.10908 1.27740 -1.48095
H: 1.43720 0.86778 -2.54300
H: 4.63123 0.08097 -0.01273
H: 6.20705 1.97282 0.05572
H: 5.37685 4.29159 -0.17879
H: 2.95228 4.70487 -0.46217
H: 1.37734 2.83444 -0.49342
H: 2.86835 -0.81434 -2.98499
H: 3.91868 -2.88501 -3.77609
H: 4.41576 -4.71836 -2.19445
H: 3.90410 -4.43662 0.21388
H: 2.77982 -2.39049 0.99861
O: -2.26296 3.10957 -2.22892
S: -2.55978 3.17956 -0.82346
O: -3.93332 3.18297 -0.42217
N: -1.73421 1.96538 -0.03113
C: -0.94161 2.45688 0.87103
S: 0.01694 1.55473 1.95634
C: -0.82634 3.94602 0.87583
C: 0.06484 4.73347 1.58778
C: 0.08814 6.09681 1.32270
C: -0.75781 6.65566 0.36949
C: -1.65622 5.86579 -0.33911
C: -1.66794 4.51624 -0.06172
H: 0.73343 4.27805 2.30701
H: 0.77612 6.73632 1.86073
H: -0.70164 7.71524 0.15643
H: -2.31850 6.28797 -1.08357
O: -0.11093 -1.54355 2.26970
N: 0.16471 -1.82375 3.50195
C: 1.23642 -1.36980 4.06016
C: 2.25367 -0.64880 3.35025
N: 3.02257 -0.15386 2.65401
C: 1.46741 -1.69603 5.43701
N: 1.70758 -1.93869 6.53349

The value obtained for the HOMO energy is -8.8 eV. The energy above the lowest of the compared OMol25 structures with the same formula, charge and spin is 75.6 kJ/mol.

| no. | total energy (eV) |
| --- | --- |
| 1 | -90688.560 |
| 2 | -167503.679 |
| 3 | -91609.360 |